DFT (the ωB97M-V functional and the def2-TZVPD basis) results for C46H32Cl5N7O2PRb as an isolated structure.

Total charge: -2
Multiplicity: 1

XYZ file:
```
94
Properties=species:S:1:pos:R:3:forces:R:3
Rb 0.232 0.050 -0.095 -0.09 -0.63 -0.12
C 3.572 2.559 0.978 -0.01 -0.08 0.02
C 3.801 1.427 1.758 0.06 -0.06 -0.05
C 3.696 0.178 1.186 0.07 0.08 -0.03
C 3.350 0.070 -0.176 0.17 0.01 -0.15
N 3.165 1.157 -0.930 -0.05 -0.07 0.05
C 3.260 2.360 -0.351 0.01 -0.15 -0.15
N 3.303 -1.180 -0.811 0.43 0.29 -0.09
C 2.740 -2.167 -0.205 -0.04 -0.07 0.23
N 1.905 -2.086 0.868 0.37 -0.25 -0.01
C 1.649 -3.334 1.308 -0.01 0.08 -0.32
N 0.944 -3.737 2.317 -0.32 0.03 0.36
C 0.292 -2.836 3.162 0.12 0.10 -0.17
C -0.124 -3.346 4.403 -0.01 -0.08 0.13
C -0.722 -2.514 5.322 0.03 -0.03 -0.04
C -0.930 -1.176 4.997 0.04 -0.03 -0.05
C -0.541 -0.765 3.734 0.04 -0.18 -0.15
N 0.050 -1.558 2.833 -0.07 0.09 0.14
C 2.354 -4.336 0.428 0.00 0.08 0.24
C 2.478 -5.707 0.496 0.06 -0.10 0.02
C 3.247 -6.342 -0.481 -0.03 0.10 0.08
C 3.873 -5.607 -1.484 -0.03 0.08 0.04
C 3.764 -4.215 -1.523 0.03 -0.08 -0.15
C 2.997 -3.604 -0.555 -0.10 0.23 0.01
H 3.602 3.556 1.396 0.01 0.01 -0.01
H 4.057 1.525 2.807 -0.02 -0.01 -0.01
H 3.878 -0.724 1.751 -0.09 0.03 0.06
H 3.066 3.210 -0.999 -0.03 -0.03 -0.02
H 0.041 -4.397 4.606 0.00 0.05 -0.01
H -1.040 -2.900 6.283 -0.01 -0.03 0.03
H -1.402 -0.485 5.683 0.01 -0.01 -0.02
H -0.738 0.256 3.411 0.03 -0.05 -0.02
H 1.985 -6.261 1.287 0.02 0.02 -0.04
H 3.358 -7.420 -0.462 -0.01 0.00 0.00
H 4.459 -6.123 -2.236 0.00 0.01 0.00
H 4.260 -3.628 -2.287 0.00 -0.01 0.04
Cl 0.137 7.946 0.516 -0.01 -0.08 -0.05
C 0.068 6.297 -0.032 -0.01 -0.04 -0.06
C 0.148 5.237 0.876 0.02 -0.07 -0.02
Cl 0.335 5.587 2.568 0.00 -0.01 -0.05
C 0.089 3.922 0.451 0.04 0.06 -0.01
Cl 0.219 2.613 1.580 -0.04 0.55 0.26
C -0.063 3.549 -0.934 0.01 -0.15 -0.03
O -0.119 2.364 -1.322 0.05 0.69 -0.03
C -0.121 4.679 -1.827 0.00 0.10 -0.02
Cl -0.263 4.299 -3.514 0.00 0.06 0.11
C -0.064 5.992 -1.391 0.02 -0.12 0.06
Cl -0.149 7.291 -2.542 0.00 -0.03 0.02
O -2.367 0.796 0.822 -0.45 -0.36 -0.14
C -2.888 0.147 -0.050 -0.23 0.32 0.03
C -3.799 -0.633 -0.659 0.20 -0.05 0.05
C -4.986 -0.099 -1.343 0.14 -0.11 0.05
C -5.820 -0.935 -2.016 0.09 -0.10 0.04
C -5.605 -2.343 -2.104 0.09 0.04 0.06
C -4.466 -2.861 -1.492 -0.20 0.11 -0.04
C -3.534 -2.080 -0.832 0.15 0.24 0.07
P -2.035 -2.654 -0.018 -0.42 -0.60 -0.15
C -2.806 -3.463 1.464 0.05 -0.03 0.01
C -3.100 -2.598 2.521 -0.02 0.00 0.00
C -3.780 -3.040 3.647 0.02 0.00 -0.03
C -4.173 -4.368 3.750 0.02 -0.01 -0.09
C -3.895 -5.240 2.704 0.04 0.03 -0.02
C -3.223 -4.791 1.572 0.00 0.02 0.06
C -1.494 -4.108 -1.030 0.02 -0.03 -0.02
C -0.710 -5.127 -0.479 -0.04 0.04 -0.02
C -0.238 -6.175 -1.263 -0.07 0.04 0.08
C -0.523 -6.221 -2.620 -0.03 0.04 0.01
C -1.271 -5.197 -3.189 -0.01 0.09 0.08
C -1.744 -4.150 -2.406 0.01 -0.10 0.02
H -5.183 0.966 -1.292 0.00 -0.04 -0.02
H -6.695 -0.508 -2.500 0.00 0.02 0.02
H -6.297 -2.983 -2.637 0.03 0.03 0.02
H -4.285 -3.932 -1.551 0.00 0.02 0.01
H -2.797 -1.559 2.448 -0.02 -0.02 0.02
H -3.988 -2.347 4.455 0.02 -0.01 -0.04
H -4.697 -4.720 4.632 0.01 0.00 -0.01
H -4.208 -6.278 2.766 0.02 0.04 -0.01
H -3.036 -5.485 0.762 0.04 0.00 -0.02
H -0.452 -5.088 0.575 -0.05 -0.02 -0.03
H 0.369 -6.953 -0.813 -0.06 0.07 -0.02
H -0.157 -7.039 -3.231 0.00 0.02 0.02
H -1.491 -5.222 -4.251 -0.02 0.03 0.00
H -2.333 -3.355 -2.844 0.02 0.00 -0.05
C -0.391 -2.530 -5.815 0.10 0.08 0.09
N -0.107 -1.232 -5.220 -0.23 0.17 0.06
C 1.026 -0.486 -5.753 -0.01 -0.08 0.11
C -0.373 -1.083 -3.915 0.25 -0.13 0.23
N -0.574 -0.957 -2.784 -0.05 -0.07 -0.41
H -0.514 -2.402 -6.890 0.00 0.02 -0.04
H -1.314 -2.924 -5.400 -0.04 -0.01 0.04
H 0.413 -3.251 -5.631 0.02 -0.01 0.02
H 0.858 -0.294 -6.812 -0.03 0.00 -0.05
H 1.965 -1.038 -5.635 0.01 -0.01 0.03
H 1.112 0.462 -5.229 -0.01 0.01 0.02
```
Forces are in eV/Å.

Atomic partial charges in e from the Löwdin method, atoms 1 to 8:
1 Rb 0.77
2 C -0.11
3 C -0.09
4 C -0.03
5 C -0.42
6 N 0.11
7 C -0.17
8 N 0.15

---

DFT (the ωB97M-V functional and the def2-TZVPD basis) results for C46H33AlBrF4N3P2 as an isolated structure in a non-equilibrium geometry.

Total charge: +2
Multiplicity: 1

XYZ file:
```
90
Properties=species:S:1:pos:R:3:forces:R:3
Al -14.765 -14.715 4.516 0.09 0.23 0.06
C -16.028 -16.960 1.253 -0.07 -0.26 -0.77
C -16.517 -16.026 0.359 -0.38 0.14 -0.31
C -16.500 -14.689 0.715 -0.28 0.96 -0.32
C -15.900 -14.327 1.909 -0.27 1.29 0.03
N -15.377 -15.235 2.724 0.43 -0.42 0.38
C -15.445 -16.534 2.410 -0.28 0.18 0.21
C -15.822 -12.924 2.482 0.10 -1.57 0.16
C -15.957 -11.787 1.719 0.45 0.05 0.35
C -15.778 -10.554 2.333 -0.35 -0.75 -0.49
C -15.553 -10.552 3.673 -0.06 0.63 1.14
C -15.466 -11.710 4.401 0.00 -1.11 -0.86
N -15.545 -12.930 3.826 -0.33 0.87 -0.77
H -16.106 -18.007 1.031 0.10 -0.29 0.03
H -16.958 -16.321 -0.595 0.09 0.00 0.35
H -17.006 -13.933 0.090 0.49 -0.48 0.36
H -15.086 -17.209 3.150 0.27 -0.33 0.33
H -16.073 -11.842 0.659 -0.26 -0.18 -0.43
H -15.849 -9.649 1.777 0.03 0.51 -0.33
H -15.462 -9.644 4.231 0.08 0.51 0.08
H -15.271 -11.659 5.439 -0.02 -0.11 0.81
F -11.273 -8.336 6.054 0.19 0.66 0.15
C -11.870 -9.487 6.157 0.30 -1.58 -1.75
C -12.542 -9.881 7.272 0.03 -0.02 0.21
F -12.578 -9.075 8.298 -0.26 0.29 0.72
C -13.091 -11.153 7.317 -0.71 -0.61 0.95
F -13.635 -11.539 8.509 0.39 0.46 -1.03
C -13.055 -12.025 6.246 -0.04 -0.04 0.87
P -13.536 -13.784 6.348 -0.36 0.21 0.59
C -11.917 -14.404 6.837 -0.01 -0.76 0.14
C -11.159 -15.207 5.986 0.13 0.23 -0.11
C -9.879 -15.530 6.403 0.81 -0.47 -1.16
C -9.353 -15.079 7.590 0.01 -0.14 0.30
C -10.085 -14.264 8.424 0.03 -0.48 0.22
C -11.389 -13.992 8.076 -0.32 1.09 -0.43
C -14.727 -14.000 7.710 -0.03 -0.03 0.54
C -14.387 -14.470 8.983 -1.29 0.64 -0.72
C -15.367 -14.541 9.961 0.47 -0.80 0.38
C -16.697 -14.290 9.702 0.02 0.60 0.26
C -17.049 -13.902 8.431 -1.20 0.99 -0.60
C -16.071 -13.703 7.477 0.31 -0.54 -0.60
C -12.363 -11.618 5.113 -0.07 -0.74 -0.61
Br -12.211 -12.831 3.611 0.26 0.71 0.20
C -11.741 -10.406 5.073 -0.44 1.03 1.38
F -11.009 -10.014 4.080 0.64 0.24 -1.30
H -11.477 -15.539 4.984 -0.13 0.22 0.73
H -9.219 -16.064 5.712 -0.34 -0.10 0.33
H -8.385 -15.360 7.950 0.57 -0.16 -0.37
H -9.564 -13.938 9.319 -0.65 0.26 0.08
H -11.978 -13.313 8.681 0.07 -0.10 0.12
H -13.400 -14.728 9.217 1.13 -0.43 0.34
H -15.063 -14.890 10.938 -0.03 0.12 0.16
H -17.430 -14.244 10.494 -0.03 -0.42 0.06
H -18.096 -13.614 8.185 0.90 -0.44 0.26
H -16.386 -13.401 6.488 -0.11 0.23 -0.22
N -14.560 -16.205 5.334 -0.30 -1.57 0.58
P -14.689 -17.641 6.042 -0.44 1.20 -0.26
C -16.428 -18.093 6.388 -1.20 1.00 -0.60
C -17.424 -17.097 6.111 1.03 -0.34 0.30
C -18.750 -17.269 6.474 1.16 -0.53 -0.48
C -19.117 -18.461 7.052 -1.88 -0.36 0.13
C -18.198 -19.452 7.308 0.31 -0.49 0.29
C -16.853 -19.280 7.007 0.22 0.60 -0.34
C -13.948 -17.780 7.665 0.82 0.84 -0.97
C -14.667 -17.807 8.827 0.07 0.14 0.41
C -13.972 -17.971 10.015 -0.84 0.37 1.49
C -12.600 -18.019 10.066 0.88 -0.29 -0.50
C -11.881 -17.879 8.871 0.20 -0.04 0.35
C -12.544 -17.729 7.678 -0.61 -0.78 0.24
C -13.762 -18.888 5.109 -0.28 0.49 -0.15
C -13.027 -18.465 4.009 0.03 -1.12 -0.82
C -12.348 -19.434 3.234 -0.59 0.22 0.94
C -12.381 -20.780 3.594 0.24 0.84 -0.32
C -13.038 -21.146 4.763 0.18 -1.24 -0.44
C -13.735 -20.225 5.499 -0.48 0.10 0.87
H -17.150 -16.141 5.657 0.16 -0.42 0.07
H -19.455 -16.530 6.191 -0.65 0.57 0.05
H -20.194 -18.663 7.251 0.99 0.23 0.00
H -18.551 -20.371 7.766 0.20 0.03 -0.06
H -16.132 -20.042 7.262 -0.06 -0.13 0.03
H -15.733 -17.631 8.807 -0.10 -0.33 0.18
H -14.527 -17.989 10.962 0.16 -0.15 -0.43
H -12.035 -18.224 10.981 -0.47 0.23 -0.21
H -10.805 -17.951 8.871 0.17 0.11 0.08
H -12.013 -17.722 6.743 0.24 0.11 -0.14
H -13.087 -17.436 3.672 0.29 -0.07 0.23
H -11.816 -19.128 2.362 0.29 0.16 -0.52
H -11.885 -21.493 2.935 -0.13 0.01 0.42
H -13.031 -22.201 5.052 -0.06 0.42 0.02
H -14.268 -20.550 6.405 0.34 0.18 -0.51
```
Forces are in eV/Å.

Atomic partial charges in e from the Löwdin method, atoms 1 to 8:
1 Al 0.14
2 C 0.01
3 C 0.01
4 C 0.03
5 C -0.16
6 N 0.07
7 C -0.05
8 C -0.15

---

| no. | frontier orbital gap (eV) | total energy (eV) |
| --- | --- | --- |
| 1 | 3.7 | -135304.6857 |
| 2 | 7.1 | -158784.1331 |